The molecule C6H14, computed with ωB97M-V/def2-TZVPD.

Results
E_LUMO ... 0.0453 Ha
SMILES ... CCCC(C)C
HOMO energy ... -10.96 eV
HOMO-LUMO gap ... 12.197 eV
Energy relative to the best compared isomer or geometry (same formula, charge and spin) ... 10.91 kJ/mol

Geometry as ORCA input:
```
! RIJCOSX wB97M-V def2-TZVPD def2/J DEFGRID3
* xyz 0 1
C 2.804 0.293 -0.228
C 1.427 -0.340 -0.426
C 0.325 0.397 0.336
C -1.029 -0.326 0.359
C -2.059 0.480 1.155
C -1.542 -0.653 -1.056
H 2.811 1.338 -0.561
H 3.576 -0.242 -0.791
H 3.093 0.281 0.830
H 1.183 -0.360 -1.497
H 1.455 -1.389 -0.102
H 0.194 1.403 -0.097
H 0.651 0.555 1.374
H -0.880 -1.276 0.894
H -3.023 -0.042 1.185
H -1.732 0.627 2.192
H -2.222 1.469 0.706
H -2.633 -0.570 -1.119
H -1.123 0.029 -1.806
H -1.277 -1.674 -1.349
*
```

---

A cluster of 2 separate species, C6H14Br in total in a non-equilibrium geometry, computed with ωB97M-V/def2-TZVPD.

Results
E_LUMO (alpha / beta) ... 0.0373 / -0.1300 Ha
HOMO energy (alpha / beta) ... -10.36 / -10.36 eV
HOMO-LUMO gap (alpha / beta) ... 11.377 / 6.823 eV
Energy relative to the best compared isomer or geometry (same formula, charge and spin) ... 53.49 kJ/mol
⟨S²⟩ ... 0.753

Geometry as ORCA input:
```
! RIJCOSX wB97M-V def2-TZVPD def2/J DEFGRID3
* xyz 0 2
Br 3.334 0.919 0.339
H 1.625 -1.325 -0.044
C 0.617 -1.721 -0.346
C 0.229 -3.049 0.237
C -0.436 -0.702 0.167
C -0.086 0.639 -0.288
C -1.009 1.621 0.372
C -0.498 2.871 -0.279
H 0.590 -1.701 -1.450
H 0.879 -3.816 -0.181
H 0.334 -3.051 1.333
H -0.812 -3.173 -0.092
H -1.463 -0.944 -0.161
H -0.491 -0.706 1.265
H 0.936 0.916 0.047
H -0.040 0.737 -1.366
H -2.070 1.368 0.297
H -0.761 1.643 1.437
H -0.996 3.806 -0.031
H 0.540 2.924 0.114
H -0.422 2.744 -1.371
*
```

---

A structure of composition C6H14Br3N2O3S in a non-equilibrium geometry, computed with ωB97M-V/def2-TZVPD.

Results
E_LUMO ... -0.1414 Ha
HOMO energy ... -11.83 eV
HOMO-LUMO gap ... 7.983 eV

Geometry as ORCA input:
```
! RIJCOSX wB97M-V def2-TZVPD def2/J DEFGRID3
* xyz 1 1
C 2.747 -0.201 0.704
S 1.187 0.688 0.403
O 1.129 1.260 -0.966
O 1.010 1.753 1.423
C -0.145 -0.544 0.622
C -1.531 0.131 0.736
N -2.496 -0.916 1.184
C -2.153 -2.320 0.749
C -1.225 -2.416 -0.489
O -0.634 -3.694 -0.404
N -0.150 -1.412 -0.548
H 2.572 -1.266 0.518
H 3.535 0.145 0.033
H 3.030 -0.010 1.740
H 0.076 -1.084 1.552
H -1.545 1.019 1.376
H -1.808 0.472 -0.266
H -2.475 -0.917 2.203
H -3.446 -0.652 0.930
H -3.090 -2.855 0.582
H -1.658 -2.832 1.579
H -1.809 -2.405 -1.416
H 0.236 -3.542 -0.764
H -0.355 -0.839 -1.360
C 1.782 4.398 -1.938
Br 2.757 5.820 -1.065
Br 0.037 4.985 -2.532
Br 2.800 3.614 -3.382
H 1.622 3.620 -1.203
*
```

---

A cluster of 2 separate species, C6H14Br3NSi in total in a non-equilibrium geometry, computed with ωB97M-V/def2-TZVPD.

Results
E_LUMO (alpha / beta) ... -0.0812 / -0.0202 Ha
HOMO energy (alpha / beta) ... -9.05 / -8.51 eV
HOMO-LUMO gap (alpha / beta) ... 6.843 / 7.959 eV
Energy relative to the best compared isomer or geometry (same formula, charge and spin) ... 260.53 kJ/mol

Geometry as ORCA input:
```
! RIJCOSX wB97M-V def2-TZVPD def2/J DEFGRID3
* xyz 0 1
C 0.901 0.791 1.649
C -0.342 2.577 0.225
C 0.972 -1.710 -0.759
C 0.545 -0.122 -2.673
C 0.527 1.255 0.118
C -0.051 -0.627 -1.330
N -0.422 0.355 -0.420
Si -2.027 -1.471 2.001
Br -2.059 -0.491 3.979
Br -1.379 -3.582 2.055
Br -4.279 -1.728 1.311
H 1.421 -0.166 1.554
H 1.586 1.635 2.026
H 0.112 0.706 2.318
H -1.182 2.099 0.730
H -0.880 2.879 -0.672
H 0.255 3.432 0.707
H 1.268 -2.557 -1.497
H 1.973 -1.291 -0.485
H 0.486 -2.146 0.099
H 0.473 -0.921 -3.429
H 1.563 0.044 -2.531
H 0.085 0.770 -2.945
H 1.486 1.394 -0.441
H -1.030 -1.126 -1.591
*
```

---

A structure of composition C6H14Br4MnNO3 in a non-equilibrium geometry, computed with ωB97M-V/def2-TZVPD.

Results
E_LUMO (alpha / beta) ... -0.2504 / -0.2491 Ha
HOMO energy (alpha / beta) ... -11.48 / -11.48 eV
HOMO-LUMO gap (alpha / beta) ... 4.661 / 4.698 eV
⟨S²⟩ ... 8.758

Geometry as ORCA input:
```
! RIJCOSX wB97M-V def2-TZVPD def2/J DEFGRID3
* xyz 1 6
Mn -0.337 -1.596 -3.523
C 1.257 -0.327 -0.752
O 0.642 -0.434 -1.992
H 1.083 0.629 -0.258
H 0.921 -1.048 -0.007
H 2.337 -0.307 -0.898
Br 0.965 0.616 4.784
C 2.774 0.923 4.122
C 2.811 -0.082 2.927
Br 4.639 -0.222 2.124
H 3.381 0.642 4.982
H 2.909 1.969 3.848
H 2.114 0.113 2.111
H 2.765 -1.105 3.300
Br -1.616 4.625 0.378
C -1.451 2.902 -0.487
C -0.572 3.008 -1.740
Br -0.955 4.694 -2.764
H -2.449 2.519 -0.700
H -0.930 2.260 0.223
H -0.856 2.134 -2.326
H 0.447 2.919 -1.366
C -3.109 -4.096 -1.970
N -2.511 -2.890 -1.328
O -1.571 -2.315 -1.902
O -2.982 -2.574 -0.198
H -4.192 -4.119 -1.841
H -2.592 -5.028 -1.742
H -2.923 -3.812 -3.006
*
```

---

A structure of composition C6H14BrNNiO2PS in a non-equilibrium geometry, computed with ωB97M-V/def2-TZVPD.

Results
E_LUMO (alpha / beta) ... -0.2265 / -0.2703 Ha
HOMO energy (alpha / beta) ... -12.16 / -12.13 eV
HOMO-LUMO gap (alpha / beta) ... 5.993 / 4.779 eV
Energy relative to the best compared isomer or geometry (same formula, charge and spin) ... 440.57 kJ/mol
⟨S²⟩ ... 2.018

Geometry as ORCA input:
```
! RIJCOSX wB97M-V def2-TZVPD def2/J DEFGRID3
* xyz 1 3
C 3.855 1.096 0.066
C 3.233 -0.377 0.443
O 2.992 -1.261 -0.710
C 1.746 -0.929 -1.419
C 0.397 -1.417 -0.570
O -0.666 -0.438 -0.841
C -1.242 0.122 0.392
P -2.623 1.362 -0.201
Br -4.159 2.841 -1.095
N -3.617 0.016 -0.902
C -4.290 -0.641 0.133
S -4.545 -1.794 1.403
H 3.530 1.445 -1.009
H 3.438 1.877 0.854
H 5.021 1.069 0.223
H 4.007 -0.946 1.141
H 2.276 -0.175 1.109
H 1.719 -1.435 -2.497
H 1.617 0.231 -1.612
H 0.611 -1.621 0.563
H 0.041 -2.446 -1.056
H -0.470 0.758 1.039
H -1.683 -0.697 1.134
H -1.942 1.403 -1.503
H -1.787 2.483 0.196
H -3.310 1.307 1.064
Ni -4.145 -1.834 3.655
*
```

---

A cluster of 2 separate species, C6H14Cl2 in total, computed with ωB97M-V/def2-TZVPD.

Results
E_LUMO ... 0.0367 Ha
SMILES ... CCCCl.CCCCl
HOMO energy ... -10.64 eV
HOMO-LUMO gap ... 11.639 eV
Energy relative to the best compared isomer or geometry (same formula, charge and spin) ... 0.00 kJ/mol

Geometry as ORCA input:
```
! RIJCOSX wB97M-V def2-TZVPD def2/J DEFGRID3
* xyz 0 1
C -1.852 2.214 4.123
C -0.981 0.986 3.854
C -1.822 -0.167 3.343
Cl -0.830 -1.619 3.019
H -1.231 3.047 4.494
H -2.619 1.983 4.881
H -2.357 2.537 3.197
H -0.204 1.223 3.101
H -0.466 0.669 4.781
H -2.597 -0.463 4.077
H -2.336 0.090 2.397
C -0.220 -1.889 -1.451
C -1.093 -0.663 -1.180
C -0.254 0.490 -0.666
Cl -1.248 1.940 -0.340
H -0.840 -2.722 -1.825
H 0.285 -2.214 -0.526
H 0.548 -1.655 -2.208
H -1.608 -0.345 -2.107
H -1.870 -0.902 -0.429
H 0.259 0.232 0.280
H 0.521 0.789 -1.398
*
```

---

A cluster of 6 separate species, C6H14Cl8N2O4 in total in a non-equilibrium geometry, computed with ωB97M-V/def2-TZVPD.

Results
E_LUMO ... 0.0040 Ha
SMILES ... C[N+](=O)[O-].C[N+](=O)[O-].ClCCl.ClCCl.ClCCl.ClCCl
HOMO energy ... -10.65 eV
HOMO-LUMO gap ... 10.763 eV
Energy relative to the best compared isomer or geometry (same formula, charge and spin) ... 97.95 kJ/mol

Geometry as ORCA input:
```
! RIJCOSX wB97M-V def2-TZVPD def2/J DEFGRID3
* xyz 0 1
C -0.665 2.726 -0.027
N -0.486 3.965 -0.927
O -1.498 4.566 -1.301
O 0.686 4.243 -1.211
H -0.631 3.030 1.019
H 0.020 1.943 -0.353
H -1.679 2.365 -0.199
C 3.620 0.807 -2.408
N 2.115 0.987 -2.261
O 1.554 0.395 -1.379
O 1.490 1.683 -3.052
H 3.956 1.484 -3.192
H 3.910 -0.154 -2.834
H 3.924 0.941 -1.369
Cl -1.163 -0.516 -1.964
C -1.130 -1.446 -0.442
Cl -0.436 -0.517 0.958
H -2.161 -1.708 -0.206
H -0.609 -2.400 -0.518
Cl 3.159 -5.233 -1.134
C 2.993 -3.503 -1.180
Cl 2.222 -2.680 0.178
H 3.997 -3.112 -1.344
H 2.367 -3.248 -2.036
Cl -2.627 -2.755 2.511
C -1.585 -2.421 3.873
Cl 0.100 -2.505 3.546
H -1.808 -1.396 4.168
H -1.867 -3.271 4.495
Cl -4.271 2.760 0.764
C -3.556 1.359 1.627
Cl -2.632 2.002 3.064
H -4.359 0.865 2.173
H -2.949 0.744 0.963
*
```

---

A structure of composition C6H14ClN2O2Zn in a non-equilibrium geometry, computed with ωB97M-V/def2-TZVPD.

Results
E_LUMO ... -0.3517 Ha
HOMO energy ... -12.05 eV
HOMO-LUMO gap ... 2.481 eV
Energy relative to the best compared isomer or geometry (same formula, charge and spin) ... 363.13 kJ/mol

Geometry as ORCA input:
```
! RIJCOSX wB97M-V def2-TZVPD def2/J DEFGRID3
* xyz 1 1
Zn -1.676 4.714 23.294
Cl -3.497 4.795 22.031
C -7.758 4.709 22.399
C -7.585 4.312 23.846
O -8.521 4.073 24.575
N -6.294 4.351 24.295
C -6.001 4.052 25.680
H -6.888 4.564 21.758
H -8.079 5.752 22.373
H -8.591 4.172 21.948
H -5.567 4.531 23.629
H -6.305 4.895 26.310
H -4.937 3.894 25.845
H -6.607 3.222 26.037
C -0.641 -0.565 21.671
C -2.096 -0.404 22.013
O -2.646 -1.165 22.782
N -2.815 0.571 21.387
C -2.312 1.520 20.417
H -0.185 -1.420 22.166
H -0.007 0.268 21.988
H -0.498 -0.776 20.609
H -3.776 0.674 21.670
H -2.277 1.205 19.373
H -1.274 1.696 20.716
H -2.852 2.464 20.462
*
```

---

A cluster of 3 separate species, C6H14ClN2O6 in total in a non-equilibrium geometry, computed with ωB97M-V/def2-TZVPD.

Results
E_LUMO ... 0.1037 Ha
HOMO energy ... -6.04 eV
HOMO-LUMO gap ... 8.858 eV

Geometry as ORCA input:
```
! RIJCOSX wB97M-V def2-TZVPD def2/J DEFGRID3
* xyz -1 1
Cl -1.122 -0.135 3.389
O -0.283 -1.289 3.131
O -0.302 1.021 3.639
O -1.930 0.109 2.210
O -1.935 -0.439 4.548
C -1.261 3.518 -0.151
O -0.551 4.448 0.173
N -1.007 2.603 -1.113
C -1.862 1.445 -1.364
C 0.288 2.651 -1.792
H -2.259 3.264 0.273
H -2.871 1.841 -1.237
H -1.698 0.656 -0.628
H -1.763 1.044 -2.368
H 0.895 3.450 -1.378
H 0.783 1.692 -1.636
H 0.188 2.870 -2.858
C 2.746 -3.132 -0.270
O 2.892 -4.343 -0.329
N 1.564 -2.485 -0.369
C 0.301 -3.173 -0.307
C 1.494 -1.029 -0.240
H 3.604 -2.451 -0.133
H 0.334 -4.251 -0.446
H -0.400 -2.821 -1.066
H -0.132 -3.021 0.687
H 2.464 -0.559 -0.352
H 0.677 -0.587 -0.809
H 1.146 -0.899 0.795
*
```